This record from OMol25 describes 15 unconnected molecules or ions with the total composition C48H108N4O22S4. The level of theory is ωB97M-V/def2-TZVPD.

Element x y z (Å)
C  -0.399  -8.212  2.120
S  -1.501  -7.221  1.084
O  -2.922  -7.543  1.397
C  -1.225  -5.553  1.854
H  -0.316  -9.276  1.907
H  -0.710  -8.146  3.169
H  0.629  -7.839  2.147
H  -2.257  -5.233  2.017
H  -0.888  -4.798  1.143
H  -0.629  -5.634  2.756
C  -2.786  6.407  -3.875
S  -2.779  5.635  -2.259
O  -4.080  5.935  -1.600
C  -2.531  3.897  -2.795
H  -3.234  5.748  -4.622
H  -1.823  6.792  -4.190
H  -3.513  7.216  -3.772
H  -1.466  3.662  -2.736
H  -2.807  3.771  -3.842
H  -3.068  3.210  -2.146
C  0.494  -4.364  5.111
S  1.552  -5.742  5.441
O  1.903  -6.446  4.169
C  3.005  -4.716  5.762
H  0.493  -3.762  6.020
H  -0.533  -4.692  4.943
H  0.836  -3.798  4.243
H  3.390  -4.215  4.872
H  3.795  -5.361  6.141
H  2.720  -3.925  6.456
C  2.112  -1.584  -4.721
S  3.439  -2.140  -3.628
O  4.696  -1.878  -4.398
C  3.284  -0.770  -2.478
H  1.964  -2.385  -5.462
H  2.598  -0.838  -5.355
H  1.118  -1.382  -4.335
H  4.050  -0.889  -1.712
H  2.329  -0.772  -1.947
H  3.471  0.199  -2.935
C  2.406  -5.724  0.508
O  2.003  -6.184  -0.556
N  3.061  -4.543  0.689
C  3.986  -4.456  1.799
C  3.423  -3.727  -0.441
H  2.158  -6.212  1.473
H  4.962  -4.824  1.452
H  3.615  -4.854  2.738
H  4.283  -3.430  2.065
H  2.700  -3.890  -1.234
H  3.425  -2.657  -0.209
H  4.469  -3.901  -0.724
C  -3.409  -2.067  4.278
O  -2.735  -3.060  4.408
N  -2.918  -0.852  3.951
C  -3.758  0.248  3.551
C  -1.534  -0.553  4.142
H  -4.501  -2.076  4.397
H  -4.764  -0.099  3.324
H  -3.330  0.722  2.663
H  -3.796  1.057  4.293
H  -1.325  -0.045  5.081
H  -0.942  -1.460  4.030
H  -1.173  0.064  3.313
C  1.249  3.092  5.420
O  1.063  4.280  5.333
N  1.870  2.352  4.485
C  2.205  0.969  4.647
C  2.506  3.005  3.346
H  1.006  2.492  6.311
H  2.065  0.319  3.780
H  1.501  0.501  5.347
H  3.231  0.854  5.002
H  3.562  3.057  3.622
H  2.328  2.487  2.410
H  2.169  4.027  3.194
C  0.686  7.246  -2.456
O  0.486  6.299  -3.176
N  1.186  7.154  -1.201
C  1.271  8.322  -0.371
C  1.193  5.885  -0.541
H  0.559  8.302  -2.734
H  2.266  8.618  -0.046
H  0.585  8.255  0.479
H  0.840  9.191  -0.883
H  0.643  5.124  -1.087
H  2.219  5.530  -0.405
H  0.816  5.887  0.487
O  -1.354  2.782  2.580
C  -1.513  3.653  3.399
O  -1.842  4.902  3.128
C  -1.966  5.402  1.778
C  -1.847  6.901  1.912
C  -1.671  3.292  4.845
H  -2.865  5.086  1.254
H  -1.077  5.052  1.249
H  -1.994  7.433  0.973
H  -0.894  7.195  2.366
H  -2.525  7.315  2.666
H  -1.336  4.091  5.502
H  -1.024  2.421  4.987
H  -2.640  2.896  5.142
O  -5.235  -2.936  1.536
C  -5.487  -2.885  0.340
O  -6.681  -2.652  -0.184
C  -7.835  -2.556  0.636
C  -7.937  -1.208  1.327
C  -4.386  -2.969  -0.696
H  -7.866  -3.335  1.394
H  -8.663  -2.673  -0.052
H  -7.996  -0.394  0.609
H  -7.182  -1.033  2.083
H  -8.923  -1.256  1.805
H  -4.033  -3.962  -0.954
H  -3.557  -2.413  -0.252
H  -4.710  -2.419  -1.578
O  4.437  2.799  -4.323
C  3.369  2.354  -4.504
O  2.994  1.796  -5.663
C  3.996  1.768  -6.711
C  3.331  1.411  -8.021
C  2.134  2.549  -3.689
H  4.736  1.017  -6.422
H  4.447  2.761  -6.717
H  2.960  2.318  -8.506
H  2.529  0.684  -7.954
H  4.126  1.069  -8.689
H  1.932  3.614  -3.549
H  2.373  2.190  -2.682
H  1.217  2.111  -4.061
O  -5.727  0.479  -0.515
C  -4.786  1.181  -0.678
O  -3.896  1.034  -1.619
C  -4.126  0.176  -2.733
C  -2.843  -0.099  -3.488
C  -4.531  2.306  0.301
H  -4.895  0.670  -3.346
H  -4.628  -0.764  -2.494
H  -2.464  -1.044  -3.078
H  -2.011  0.589  -3.385
H  -3.050  -0.360  -4.525
H  -4.721  1.872  1.277
H  -5.357  2.981  0.073
H  -3.527  2.718  0.295
O  1.170  -6.473  -4.804
C  0.167  -5.851  -5.044
O  -0.623  -5.278  -4.148
C  -0.196  -5.258  -2.762
C  -0.434  -3.785  -2.383
C  -0.307  -5.701  -6.462
H  0.850  -5.516  -2.630
H  -0.813  -5.908  -2.147
H  -0.087  -3.144  -3.191
H  0.196  -3.504  -1.539
H  -1.489  -3.630  -2.167
H  0.493  -5.382  -7.117
H  -1.197  -5.076  -6.538
H  -0.645  -6.704  -6.740
O  4.388  1.025  2.013
C  4.989  0.867  0.978
O  5.003  1.756  -0.017
C  4.571  3.114  0.222
C  5.597  3.853  1.047
C  5.518  -0.465  0.495
H  3.553  3.124  0.616
H  4.522  3.494  -0.801
H  6.549  3.939  0.533
H  5.680  3.362  2.018
H  5.245  4.867  1.262
H  4.740  -1.184  0.273
H  6.000  -0.841  1.405
H  6.194  -0.365  -0.346
O  -0.164  0.345  -1.627
C  0.100  0.641  -0.503
O  0.326  -0.204  0.485
C  0.178  -1.617  0.263
C  0.614  -2.325  1.530
C  0.378  2.068  -0.086
H  0.946  -1.923  -0.452
H  -0.822  -1.919  -0.027
H  1.190  -3.247  1.427
H  -0.245  -2.612  2.151
H  1.207  -1.700  2.207
H  0.692  2.080  0.966
H  -0.531  2.660  -0.076
H  1.284  2.426  -0.571

- E: -5360.6453 a.u.
- Kohn-Sham gap: 8.447 eV

Atom charges from the Löwdin analysis, given in e for atoms 1 to 4: C -0.270; S 0.812; O -0.565; C -0.212